(1)
The following is a DFT calculation (ωB97M-V with the def2-TZVPD basis set) of 7 unconnected molecules or ions with the total composition C8H31NO9.

For the frontier orbital gap, the calculation gives 9.009 eV. The molecular weight is 285.33 g/mol. The calculation puts the energy above the lowest of the compared OMol25 structures with the same formula, charge and spin at 55.69 kJ/mol.

Positions of all 49 atoms, in Å:
C 2.3180 -0.3672 2.1337
O 1.2182 -0.1245 1.2854
C 0.9465 -1.0812 0.2679
C -0.3954 -1.7831 0.4816
N -0.3302 -3.1767 0.0015
C -0.7844 -3.2669 -1.3959
C -0.7544 -4.7026 -1.8683
O -1.2339 -5.5360 -0.8040
C -1.1817 -6.9162 -0.9910
H 1.9370 -0.9694 2.9690
H 2.7059 0.5895 2.4876
H 3.1634 -0.8583 1.6423
H 1.7280 -1.8136 0.0595
H 0.8583 -0.5078 -0.6610
H -1.1528 -1.2527 -0.1076
H -0.6934 -1.8121 1.5295
H -0.9872 -3.7371 0.5283
H -0.2305 -2.5579 -2.0067
H -1.8606 -3.0262 -1.4213
H 0.2712 -5.0832 -1.9401
H -1.3044 -4.7747 -2.8082
H -1.2442 -7.3260 0.0196
H -0.1746 -7.2104 -1.3268
H -1.9221 -7.3814 -1.6465
O 1.1377 2.7165 -3.5133
C 0.2158 3.4098 -2.6971
C -1.0739 2.6143 -2.3998
O -1.3814 1.6780 -3.4209
H 1.7645 3.3725 -3.8326
H 0.5041 3.9468 -1.7834
H -0.1200 4.2829 -3.2795
H -1.8365 3.3948 -2.3587
H -0.9661 2.0918 -1.4486
H -0.7216 1.8329 -4.1105
O 2.8411 3.4336 0.5735
H 2.6136 3.2252 -0.3377
H 2.2208 2.8989 1.1104
O 1.5471 2.2004 4.3927
H 1.3910 3.1064 4.6777
H 1.5607 2.2492 3.4228
O -1.9398 3.8311 1.2376
H -1.6543 4.7161 0.9706
H -2.8216 3.7332 0.8569
O 0.5107 2.5009 1.7978
H -0.2527 2.8026 1.2847
H 0.5570 1.5328 1.6194
O -1.9416 3.0448 3.8858
H -1.8284 3.6525 3.1318
H -1.2235 2.4077 3.7919

---

(2)
The following is a DFT calculation (ωB97M-V with the def2-TZVPD basis set) of 7 unconnected molecules or ions with the total composition C8H31O7.

For the frontier orbital gap, the calculation gives 10.900 eV. The molecular weight is 239.33 g/mol. The calculation puts the energy above the lowest of the compared OMol25 structures with the same formula, charge and spin at 559.59 kJ/mol. As for the total charge: +1.

Positions of all 46 atoms, in Å:
O -0.1090 -0.0788 -0.1660
H -1.0298 0.2223 0.3723
H 0.2532 0.6018 -0.5493
H 0.4004 -0.4794 0.4772
C -2.4842 -1.8602 2.5360
O -2.6223 -0.7865 1.5417
H -1.8913 -2.4683 2.2464
H -3.4752 -2.3790 2.8004
H -2.0957 -1.3951 3.4400
H -3.4673 -0.7105 1.3825
C 2.3114 -1.6282 2.4520
O 1.8843 -1.4566 1.0973
H 1.8245 -2.0944 3.1441
H 2.3020 -0.6016 2.8886
H 3.2725 -1.8664 2.2990
H 2.1760 -2.3661 0.7489
C -0.4834 -3.7441 -0.5924
O 0.3651 -2.8489 -1.1823
H -0.4708 -3.5542 0.5040
H -0.2636 -4.8266 -0.6740
H -1.5390 -3.5639 -1.0067
H 0.0710 -2.5877 -2.1022
C -3.1465 2.6580 -0.3020
O -1.8883 2.7000 -1.0513
H -4.0256 2.8550 -0.8159
H -2.9300 3.0334 0.6341
H -3.3899 1.5946 -0.0047
H -2.0087 3.3159 -1.8473
C -0.6063 2.4412 2.5592
O 0.5099 1.7579 1.9110
H -0.5545 2.5107 3.7386
H -1.7241 2.0549 2.3546
H -0.6208 3.4611 2.3437
H 1.2325 2.2409 2.2463
C 3.1393 0.4652 -2.0956
C 2.0197 1.1824 -2.6922
C 1.2358 0.3604 -3.7209
O 1.0334 1.6310 -1.6985
H 3.7814 1.3071 -1.4467
H 3.8511 0.1523 -2.8712
H 2.9867 -0.5339 -1.4278
H 2.3103 2.1747 -3.1493
H 1.7909 0.3489 -4.5692
H 0.3479 0.9544 -3.9649
H 0.9058 -0.7232 -3.6821
H 0.8210 2.5295 -2.1054

---

(3)
The following is a DFT calculation (ωB97M-V with the def2-TZVPD basis set) of 8 unconnected molecules or ions with the total composition C8H32N16O8.

For the frontier orbital gap, the calculation gives 8.544 eV. The molecular weight is 480.45 g/mol. The calculation puts the energy above the lowest of the compared OMol25 structures with the same formula, charge and spin at 553.65 kJ/mol.

Positions of all 64 atoms, in Å:
N -0.2647 0.4672 -0.8149
C 0.3754 0.2988 0.3173
N 1.6029 -0.2026 0.2057
O -0.1291 0.6843 1.3454
H -1.2031 0.8400 -0.8352
H 0.1800 0.1160 -1.6510
H 2.0105 -0.4988 -0.6696
H 2.1956 -0.2573 1.0217
N 3.4223 -0.7498 -4.1800
C 2.3734 -0.2555 -3.5781
N 2.5169 1.0101 -3.7263
O 1.4547 -0.8203 -3.0378
H 3.6420 -1.7350 -4.2125
H 4.1451 -0.1176 -4.4930
H 2.0246 1.5970 -3.0681
H 3.3261 1.3464 -4.2283
N 5.3847 -1.4521 2.0078
C 4.6267 -2.0516 1.1711
N 4.6195 -1.7411 -0.0363
O 3.7214 -2.7599 1.6154
H 5.3566 -1.5164 3.0154
H 6.1411 -0.8931 1.6398
H 5.4367 -1.2363 -0.3483
H 4.1930 -2.4671 -0.5941
N -0.1578 -1.1380 4.1335
C 1.0825 -1.3372 4.3391
N 1.6651 -1.8069 3.2811
O 1.6217 -1.0777 5.4529
H -0.6631 -0.7264 4.9051
H -0.3645 -1.1109 3.1453
H 2.6705 -1.8468 3.3680
H 1.3005 -1.9038 2.3442
N -1.0943 3.5563 3.1903
C 0.0799 4.0438 3.1168
N 0.9242 3.2420 2.6025
O 0.4112 5.1662 3.4509
H -1.1745 2.5784 2.9506
H -1.9117 4.1364 3.3141
H 1.8361 3.6380 2.4243
H 0.4703 2.4154 2.2406
N -3.6897 -1.9541 -1.1084
C -2.4691 -2.4825 -1.1660
N -1.6968 -2.0330 -0.2510
O -2.1337 -3.2852 -2.0168
H -4.4499 -2.1916 -1.7295
H -3.8458 -1.2713 -0.3808
H -2.0562 -1.5000 0.5280
H -0.7127 -2.2227 -0.3759
N -3.3705 0.7546 -3.1989
C -2.2706 0.8346 -3.8383
N -2.0862 -0.2556 -4.5574
O -1.5668 1.7674 -3.9294
H -3.9346 -0.0762 -3.0911
H -3.4610 1.4914 -2.5141
H -1.1547 -0.4708 -4.8829
H -2.7794 -0.9863 -4.4819
N -3.2105 1.8049 0.6824
C -3.8152 0.7172 1.1133
N -4.9736 0.5714 0.4822
O -3.2565 -0.2083 1.6185
H -3.5521 2.3654 -0.0853
H -2.3102 2.0419 1.0742
H -5.5291 -0.2049 0.8121
H -5.5235 1.3597 0.1719